1.
# C26H26FN7O3

One molecule with the formula C26H26FN7O3 in a non-equilibrium geometry (the ωB97M-V functional and the def2-TZVPD basis, the Open Molecules 2025 dataset).

Each line ends with the Löwdin charge.
Element x y z (Å)
C 8.222 1.949 -1.655  -0.005
C 7.306 1.401 -0.622  -0.319
C 7.509 1.096 0.697  -0.018
C 6.282 0.609 1.188  0.003
C 5.410 0.651 0.128  -0.229
C 4.033 0.276 0.071  -0.267
N 3.242 0.344 -0.998  0.198
N 2.098 -0.104 -0.532  -0.159
N 2.157 -0.432 0.735  0.054
N 3.354 -0.204 1.138  0.114
C 0.918 -0.213 -1.338  0.001
H 0.958 0.578 -2.091  0.142
H 0.893 -1.191 -1.828  0.125
C -0.313 0.010 -0.450  -0.419
O -0.852 1.101 -0.413  0.080
N -0.701 -1.044 0.290  0.049
C -0.198 -2.363 0.107  -0.233
C -0.576 -3.093 -1.014  -0.019
C -0.120 -4.390 -1.178  -0.057
C 0.706 -4.968 -0.230  0.000
C 1.058 -4.226 0.884  -0.256
C 0.616 -2.930 1.077  0.059
H 0.916 -2.375 1.951  0.126
F 1.854 -4.784 1.812  0.072
H 1.070 -5.977 -0.339  0.120
H -0.417 -4.956 -2.047  0.110
H -1.237 -2.648 -1.742  0.126
C -1.785 -0.922 1.269  -0.106
C -1.626 0.272 2.180  -0.161
C -2.739 0.901 2.726  -0.009
C -2.542 1.970 3.587  -0.139
N -1.349 2.427 3.923  0.057
C -0.293 1.815 3.419  -0.132
C -0.369 0.734 2.554  -0.009
H 0.532 0.272 2.181  0.082
H 0.668 2.208 3.725  0.107
H -3.384 2.488 4.028  0.105
H -3.737 0.562 2.495  0.114
H -1.747 -1.830 1.884  0.170
C -3.145 -0.971 0.528  -0.455
O -3.841 -1.965 0.568  0.075
N -3.434 0.145 -0.148  0.108
H -2.751 0.896 -0.167  0.120
C -4.624 0.307 -0.953  -0.277
C -4.259 0.468 -2.446  -0.126
C -4.905 1.781 -2.896  -0.193
H -5.922 1.599 -3.246  0.111
C -4.941 2.617 -1.621  -0.193
H -3.944 2.997 -1.395  0.113
H -5.627 3.460 -1.689  0.107
C -5.367 1.598 -0.568  -0.134
H -6.443 1.433 -0.625  0.115
H -5.121 1.911 0.446  0.108
H -4.346 2.260 -3.699  0.106
H -3.174 0.538 -2.538  0.108
H -4.595 -0.380 -3.039  0.109
H -5.233 -0.582 -0.774  0.144
O 6.035 1.132 -0.970  0.100
H 6.053 0.272 2.177  0.112
H 8.422 1.207 1.244  0.109
H 9.207 2.107 -1.227  0.084
H 8.301 1.260 -2.495  0.086
H 7.840 2.896 -2.035  0.087

Computed properties:
HOMO energy	-0.30726	Eh
total charge	0
E	-1715.24855	hartree
lowest unoccupied orbital energy	0.5	eV
frontier orbital gap	8.87	eV



2.
# C26H26IrN3OP

C26H26IrN3OP as an isolated structure in a non-equilibrium geometry (the ωB97M-V functional and the def2-TZVPD basis, the Open Molecules 2025 dataset).

Each line ends with the Löwdin spin population.
Element x y z (Å)
Ir 0.198 -0.999 0.837  2.257
C 4.673 -0.949 0.253  0.007
C 3.343 -0.805 0.915  0.016
O 2.284 -1.179 0.322  0.164
N 3.320 -0.338 2.159  0.006
C 2.092 0.083 2.901  0.016
C 1.302 -1.044 3.530  0.027
C 1.632 -1.650 4.720  0.002
C 0.804 -2.627 5.252  0.011
C -0.364 -2.992 4.562  0.006
C -0.668 -2.312 3.362  0.038
N 0.165 -1.434 2.831  0.121
H 5.343 -0.120 0.638  0.001
H 4.479 -1.048 -0.815  0.000
H 5.000 -1.918 0.444  0.000
H 4.181 -0.030 2.580  0.000
H 1.486 0.620 2.155  0.008
H 2.422 0.761 3.682  0.001
H 2.576 -1.416 5.203  0.001
H 0.973 -3.046 6.225  0.001
H -1.028 -3.692 4.947  0.000
H -1.526 -2.603 2.791  0.012
N -3.327 -1.619 -1.525  0.295
C -3.612 -0.459 -0.884  0.126
C -4.976 -0.193 -0.570  0.121
C -5.332 1.017 -0.082  0.002
C -4.350 2.058 -0.053  0.267
C -3.009 1.828 -0.393  0.057
C -2.632 0.525 -0.642  0.141
P -0.863 0.234 -0.851  0.142
C 0.147 1.696 -0.678  0.020
C 0.391 2.216 0.550  0.020
C 1.368 3.210 0.747  0.002
C 2.080 3.708 -0.340  0.010
C 1.764 3.209 -1.594  0.005
C 0.836 2.223 -1.797  0.004
C -0.583 -0.347 -2.536  0.034
C -1.281 0.306 -3.567  0.006
C -1.002 -0.038 -4.877  0.002
C -0.018 -0.993 -5.218  0.001
C 0.573 -1.674 -4.152  0.001
C 0.371 -1.303 -2.833  0.013
H -2.379 -1.826 -1.896  0.007
H -4.108 -2.222 -1.743  0.005
H -5.686 -0.973 -0.787  0.003
H -6.359 1.212 0.298  -0.002
H -4.627 3.117 0.209  0.009
H -2.354 2.699 -0.431  0.000
H -0.048 1.794 1.395  0.005
H 1.599 3.553 1.752  0.000
H 2.876 4.406 -0.225  0.001
H 2.402 3.639 -2.361  0.000
H 0.751 1.804 -2.806  0.000
H -2.063 0.980 -3.406  0.000
H -1.474 0.579 -5.643  0.000
H 0.117 -1.314 -6.218  0.000
H 1.231 -2.514 -4.325  0.000
H 0.889 -1.802 -2.014  0.008

Computed properties:
HOMO energy (alpha / beta)	-0.63813 / -0.64209	Eh
total charge	+3
E	-1690.50621	hartree
lowest unoccupied orbital energy (alpha / beta)	-8.5 / -11.7	eV
frontier orbital gap (alpha / beta)	8.82 / 5.74	eV
spin multiplicity	5



3.
# C26H26N4O2

C26H26N4O2 as an isolated structure in a non-equilibrium geometry (the ωB97M-V functional and the def2-TZVPD basis, the Open Molecules 2025 dataset).

Each line ends with the Löwdin charge.
Element x y z (Å)
C 1.433 3.361 -0.206  -0.051
C 1.043 2.299 0.655  -0.158
C 1.968 1.589 1.285  -0.044
C 1.457 0.497 2.184  -0.021
C 0.079 0.170 2.304  -0.064
C -0.925 1.066 1.869  -0.076
C -0.561 2.016 1.094  -0.011
C -1.543 3.049 0.195  -0.152
H -1.185 4.062 0.077  0.115
H -2.334 3.038 0.987  0.115
C -2.106 2.739 -1.024  -0.114
N -2.685 1.283 -1.130  -0.008
C -3.627 0.755 -0.355  -0.196
O -4.160 1.902 0.459  -0.157
C -4.183 -0.478 -0.269  -0.300
N -4.491 -1.214 -1.104  0.131
C -4.897 -2.552 -1.002  0.020
C -5.253 -2.937 0.291  -0.045
N -4.897 -2.052 1.234  0.086
C -4.519 -0.910 1.244  0.026
H -4.367 -0.369 1.924  0.009
H -5.750 -3.775 0.517  0.063
H -5.127 -2.847 -1.898  0.046
C -2.028 0.278 -1.750  -0.224
C -0.639 -0.090 -1.655  -0.044
C 0.633 0.203 -1.893  -0.003
C 1.803 -0.483 -1.377  -0.147
C 3.067 0.337 -1.855  0.107
C 4.110 -0.355 -1.173  -0.061
C 4.207 -1.348 -0.223  -0.198
C 2.970 -1.693 0.114  -0.179
C 1.737 -1.310 -0.500  -0.259
N 0.578 -1.685 0.079  0.188
C -0.702 -1.395 -0.381  -0.261
O -1.732 -1.796 0.132  0.065
H 0.554 -2.219 0.829  0.064
C 2.897 -2.870 1.042  -0.007
H 2.362 -3.736 1.082  0.026
H 3.835 -3.137 1.571  0.068
H 2.194 -2.392 2.174  0.178
C 5.561 -1.884 0.406  0.043
H 6.170 -1.220 0.004  0.031
H 5.496 -2.918 0.094  0.102
H 5.500 -1.775 1.345  0.006
H 5.037 0.118 -1.701  0.133
H 3.214 0.871 -2.602  0.015
H 0.666 0.806 -2.635  0.054
H -2.510 -0.769 -1.990  0.164
H -1.810 0.792 -3.008  0.202
H -2.979 3.288 -1.301  0.129
H -1.225 2.619 -1.835  0.161
H -1.898 1.069 1.970  0.067
H -0.094 -0.349 3.051  0.014
H 2.208 -0.157 2.818  0.126
H 2.981 1.562 1.231  0.075
H 0.927 3.387 -1.045  0.038
H 1.169 4.295 0.043  0.069
H 2.373 3.263 -0.393  0.041

Computed properties:
HOMO energy	-0.29636	Eh
total charge	0
E	-1375.11728	hartree
relative energy (zero: lowest compared OMol25 entry of this formula, charge and spin)	521.28	kcal/mol
lowest unoccupied orbital energy	0.1	eV
frontier orbital gap	8.13	eV



4.
# C26H26NSiSn

C26H26NSiSn as an isolated structure in a non-equilibrium geometry (the ωB97M-V functional and the def2-TZVPD basis, the Open Molecules 2025 dataset).

Each line ends with the Löwdin charge.
Element x y z (Å)
Sn 0.042 -1.300 1.641  0.756
C -1.239 -3.053 0.714  -0.322
C -1.865 -2.830 -0.568  -0.345
C -1.365 -3.410 -1.743  -0.042
C -1.979 -3.231 -2.957  -0.039
C -3.139 -2.453 -3.049  -0.266
C -3.652 -1.862 -1.885  -0.038
C -3.018 -2.038 -0.682  -0.076
C -3.762 -2.266 -4.289  -0.229
N -4.268 -2.117 -5.313  0.123
H -0.579 -3.917 0.695  0.035
H -1.986 -3.189 1.495  0.031
H -0.486 -4.035 -1.675  0.109
H -1.580 -3.686 -3.856  0.112
H -4.547 -1.258 -1.948  0.114
H -3.408 -1.558 0.205  0.110
C -4.487 2.201 3.269  -0.116
C -3.255 1.844 3.793  -0.103
C -2.242 1.430 2.947  -0.136
C -2.422 1.356 1.571  -0.350
C -3.671 1.700 1.069  -0.125
C -4.692 2.120 1.902  -0.109
Si -1.026 0.735 0.436  0.530
C 0.050 2.302 0.286  -0.326
C -0.041 3.128 -0.828  -0.121
C 0.775 4.236 -0.979  -0.108
C 1.708 4.549 -0.006  -0.116
C 1.809 3.746 1.118  -0.104
C 0.988 2.639 1.252  -0.116
H -5.282 2.539 3.920  0.091
H -3.086 1.892 4.862  0.095
H -1.282 1.148 3.363  0.066
H -3.841 1.631 0.004  0.087
H -5.653 2.395 1.487  0.093
H -1.708 0.730 -0.875  -0.027
H -0.764 2.896 -1.597  0.086
H 0.680 4.865 -1.857  0.093
H 2.350 5.415 -0.125  0.091
H 2.528 3.989 1.892  0.095
H 1.087 2.007 2.126  0.088
C 5.252 -1.297 0.915  -0.064
C 4.357 -1.276 -0.334  -0.643
C 4.662 -0.017 -1.159  -0.060
C 4.622 -2.532 -1.175  -0.065
C 2.956 -1.284 0.085  -0.179
C 1.792 -1.338 0.410  -0.292
H 6.305 -1.308 0.629  0.075
H 5.043 -2.181 1.515  0.081
H 5.066 -0.418 1.531  0.082
H 5.705 -0.014 -1.477  0.075
H 4.475 0.879 -0.569  0.081
H 4.027 0.021 -2.041  0.083
H 5.658 -2.558 -1.515  0.075
H 3.966 -2.546 -2.043  0.082
H 4.423 -3.424 -0.584  0.081

Computed properties:
HOMO energy	-0.13616	Eh
total charge	-1
E	-1564.89621	hartree
relative energy (zero: lowest compared OMol25 entry of this formula, charge and spin)	0.00	kcal/mol
lowest unoccupied orbital energy	2.8	eV
frontier orbital gap	6.48	eV